# C4H7NO3S

A single C4H7NO3S molecule in a non-equilibrium geometry (ωB97M-V with the def2-TZVPD basis set, OMol25).

The geometry in XYZ format:
```
16
Properties=species:S:1:pos:R:3:lowdin_charge:R:1
C -1.031 -0.300 0.821 -0.22
C -0.856 1.089 0.446 -0.26
C 0.796 0.367 -1.630 -0.16
C 0.193 -1.113 0.524 0.01
N 1.409 -0.766 1.073 -0.47
O 2.260 -1.614 0.996 0.07
O 1.609 0.359 1.433 0.04
O -1.724 0.588 -2.107 -0.52
S -0.620 1.298 -1.509 0.86
H -1.487 -0.409 1.811 0.15
H -1.775 -0.644 0.153 0.10
H -1.733 1.779 0.595 0.11
H 0.127 1.428 0.723 0.05
H 1.754 0.651 -1.250 0.04
H 0.776 -0.599 -2.121 0.05
H 0.302 -2.114 0.042 0.15
```

orbital gap (spin up / spin down) = 6.8 / 8.1 eV
calculated total energy = -22721.8239 eV
LUMO level (spin up / spin down) = -1.91 / -1.36 eV
total charge = 0
ΔE to the lowest compared entry with this formula, charge and spin = 157.4 kcal per mole
E_HOMO (spin up / spin down) = -8.74 / -9.50 eV